{
  "formula": "C6H11N3",
  "method": "the ωB97M-V functional and the def2-TZVPD basis",
  "species": ["C", "C", "C", "C", "C", "C", "N", "N", "N", "H", "H", "H", "H", "H", "H", "H", "H", "H", "H", "H"],
  "xyz": [[1.9835, 0.0262, -0.2517], [3.0336, 0.1676, 0.5446], [0.7348, 0.6035, -0.7281], [-0.3580, 0.8632, 0.3595], [-1.6750, 1.3979, -0.2013], [-1.3062, -1.9254, -0.4488], [-0.4360, -0.3643, 1.1303], [1.1829, -0.7460, -0.9993], [-0.4190, -1.5608, 0.6053], [3.7035, -0.6496, 0.7454], [3.2473, 1.1227, 0.9948], [0.6636, 1.2844, -1.5665], [0.0202, 1.6307, 1.0461], [-1.4698, 2.2966, -0.7797], [-2.3345, 1.6769, 0.6192], [-2.1903, 0.6867, -0.8378], [-2.3023, -2.0999, -0.0251], [-1.3899, -1.2021, -1.2625], [-0.9209, -2.8637, -0.8423], [0.2327, -0.3446, 1.8979]],
  "lowdin_charge": [-0.39, 0.05, -0.24, -0.31, -0.05, -0.14, -0.02, 0.14, 0.00, 0.04, 0.04, 0.13, 0.14, 0.08, 0.08, 0.06, 0.09, 0.06, 0.08, 0.14],
  "homo_lumo_gap_ev": [6.54, 8.19],
  "charge": 0
}

***

{
  "formula": "C15H7Cl2N2O2",
  "method": "the ωB97M-V functional and the def2-TZVPD basis",
  "species": ["C", "C", "N", "C", "C", "C", "C", "C", "N", "C", "C", "H", "H", "H", "H", "H", "Cl", "C", "C", "C", "O", "C", "Cl", "C", "C", "O", "H", "H"],
  "xyz": [[-0.0861, 2.7130, 0.2889], [0.9825, 3.2310, 1.0048], [1.9064, 3.7162, 1.5489], [-0.6778, 1.4773, 0.5896], [-1.7680, 0.9827, -0.1962], [-2.3647, -0.2275, 0.1051], [-1.9054, -0.9979, 1.1896], [-2.5284, -2.2538, 1.4918], [-3.0396, -3.2806, 1.7348], [-0.8337, -0.5340, 1.9708], [-0.2220, 0.6774, 1.6874], [-0.4300, 3.2748, -0.5741], [-2.1182, 1.5864, -1.0399], [-3.1982, -0.5974, -0.4972], [-0.4854, -1.1425, 2.8084], [0.6116, 1.0310, 2.3013], [-5.8792, 3.1936, 4.1469], [-4.5706, 3.9825, 3.3916], [-3.4056, 4.2053, 4.0372], [-2.2503, 4.8799, 3.4270], [-1.1856, 5.0577, 4.0183], [-2.4756, 5.3229, 2.0040], [-1.1814, 6.1478, 1.2631], [-3.6446, 5.1122, 1.3621], [-4.7938, 4.4197, 1.9637], [-5.8453, 4.2116, 1.3584], [-3.2968, 3.8663, 5.0625], [-3.7527, 5.4651, 0.3416]],
  "lowdin_charge": [-0.18, -0.37, 0.07, -0.28, -0.07, -0.07, -0.30, -0.24, 0.08, -0.07, -0.05, 0.08, 0.10, 0.11, 0.11, 0.10, 0.75, -0.58, -0.01, -0.38, 0.09, -0.57, 0.77, -0.02, -0.39, 0.07, 0.12, 0.12],
  "homo_lumo_gap_ev": 3.37,
  "charge": -1
}

***

{
  "formula": "C31H45BrN2P2Ti",
  "method": "the ωB97M-V functional and the def2-TZVPD basis",
  "species": ["C", "C", "C", "C", "N", "C", "C", "C", "C", "C", "C", "C", "C", "C", "Ti", "P", "H", "H", "H", "H", "H", "H", "H", "H", "C", "C", "H", "H", "H", "H", "H", "C", "C", "H", "H", "H", "H", "H", "C", "C", "H", "H", "H", "H", "H", "Br", "P", "C", "C", "H", "H", "H", "H", "H", "C", "C", "H", "H", "H", "H", "H", "C", "C", "H", "H", "H", "H", "H", "N", "C", "C", "C", "C", "C", "C", "H", "H", "H", "H", "H", "H", "H"],
  "xyz": [[0.3599, 4.9236, -1.7383], [-0.0622, 3.7046, -2.2993], [-0.2863, 3.6275, -3.6809], [-0.2929, 4.8335, -4.4189], [0.0471, 5.9937, -3.8541], [0.3531, 6.0671, -2.5606], [-0.4119, 2.5902, -1.4065], [-1.3880, 2.1412, -0.5910], [-2.1222, 1.2673, 0.2275], [-1.4029, 0.0172, 0.4734], [-1.9317, -0.9036, 1.4358], [-3.0752, -0.6087, 2.2261], [-3.8025, 0.5801, 1.9155], [-3.3874, 1.4471, 0.8818], [0.3540, 1.4491, -0.0842], [2.2763, -0.0854, 0.5146], [-0.4981, 2.6691, -4.1632], [0.6637, 4.9979, -0.6848], [-0.6118, 4.8288, -5.4682], [0.5927, 7.0494, -2.1219], [-4.0305, 2.3082, 0.6295], [-0.8719, -0.4733, -0.4029], [-4.6237, 0.8761, 2.5738], [-1.4854, -1.9046, 1.4893], [1.5941, -1.2048, 1.7923], [2.0317, -2.6499, 1.5947], [0.4986, -1.1132, 1.8098], [1.9104, -0.8208, 2.7731], [1.7253, -3.2610, 2.4526], [1.5823, -3.1008, 0.7035], [3.1212, -2.7374, 1.5061], [2.7353, -0.8629, -1.0671], [3.2143, 0.1402, -2.1161], [1.8764, -1.4335, -1.4337], [3.5181, -1.5987, -0.8489], [3.5887, -0.4092, -2.9861], [2.4178, 0.8125, -2.4632], [4.0405, 0.7535, -1.7377], [3.8551, 0.4770, 1.2305], [4.9575, -0.5693, 1.1334], [3.6969, 0.7685, 2.2776], [4.1396, 1.3924, 0.6935], [5.9021, -0.1526, 1.4941], [4.7344, -1.4554, 1.7357], [5.1458, -0.8937, 0.1070], [-3.2800, -1.5650, 3.7778], [-1.8348, -2.6062, -1.7500], [-0.0892, -2.9047, -1.4744], [0.1235, -4.4163, -1.6773], [0.1649, -2.5249, -0.4791], [0.5226, -2.3481, -2.2040], [1.1610, -4.7396, -1.6101], [-0.4621, -5.0035, -0.9571], [-0.2388, -4.6888, -2.6788], [-3.0565, -3.0218, -0.4493], [-4.4526, -3.6182, -0.7545], [-3.2725, -2.0316, -0.0113], [-2.5811, -3.6213, 0.3485], [-5.0406, -3.5697, 0.1794], [-4.9424, -3.0319, -1.5373], [-4.4494, -4.6707, -1.0587], [-2.2219, -1.1775, -2.7520], [-2.9775, -1.6670, -4.0152], [-1.2799, -0.6757, -3.0398], [-2.8302, -0.4775, -2.1566], [-3.3602, -0.8127, -4.5820], [-2.3062, -2.2337, -4.6748], [-3.8260, -2.3153, -3.7524], [0.8014, 2.8919, 1.5683], [0.7048, 2.3126, 2.8920], [1.8968, 1.9473, 3.5047], [1.8411, 0.9901, 4.5282], [0.6089, 0.5620, 5.0294], [-0.5698, 0.9711, 4.4080], [-0.5345, 1.9495, 3.4089], [1.7440, 3.2429, 1.3447], [0.1692, 3.6938, 1.4507], [2.8549, 2.3567, 3.1550], [2.7605, 0.5701, 4.9185], [0.5630, -0.1595, 5.8470], [-1.5085, 0.5314, 4.6989], [-1.4504, 2.3850, 3.0110]],
  "lowdin_charge": [-0.02, -0.25, -0.02, -0.11, 0.06, -0.12, -0.17, -0.12, -0.26, -0.18, -0.19, -0.73, -0.07, 0.01, 0.73, 0.92, 0.11, 0.10, 0.12, 0.12, 0.14, 0.08, 0.12, 0.09, -0.36, -0.12, 0.04, 0.08, 0.09, 0.05, 0.07, -0.41, -0.12, 0.03, 0.08, 0.09, 0.06, 0.08, -0.38, -0.12, 0.06, 0.09, 0.09, 0.07, 0.07, 0.87, 1.17, -0.39, -0.12, 0.05, 0.09, 0.09, 0.08, 0.08, -0.34, -0.10, 0.06, 0.10, 0.10, 0.07, 0.09, -0.36, -0.12, 0.10, 0.10, 0.09, 0.09, 0.07, 0.03, -0.30, -0.06, -0.08, -0.06, -0.06, -0.01, 0.12, 0.12, 0.12, 0.12, 0.12, 0.07, 0.12],
  "multiplicity": 3,
  "homo_lumo_gap_ev": [7.15, 4.85],
  "charge": 2
}

***

{
  "formula": "C5H8",
  "method": "the ωB97M-V functional and the def2-TZVPD basis",
  "species": ["C", "C", "C", "C", "C", "H", "H", "H", "H", "H", "H", "H", "H"],
  "xyz": [[0.0718, -0.5197, 0.2383], [1.3955, -0.0925, 0.8526], [-0.0801, -0.4320, -1.2704], [-1.1276, 0.3928, -1.2170], [-1.1130, 0.5014, 0.2915], [1.3096, 0.0151, 1.9402], [-0.2271, -1.4980, 0.6376], [1.7256, 0.8673, 0.4380], [2.1768, -0.8344, 0.6502], [0.4760, -0.8821, -2.0893], [-1.7766, 0.8278, -1.9718], [-0.8195, 1.4859, 0.6759], [-2.0113, 0.1685, 0.8243]],
  "lowdin_charge": [-0.37, -0.08, -0.07, -0.08, -0.15, 0.07, 0.13, 0.08, 0.07, 0.10, 0.09, 0.11, 0.10],
  "smiles": "C[C@@H]1C=CC1",
  "homo_lumo_gap_ev": 10.66,
  "charge": 0
}

***

{
  "formula": "C42H43F5N6",
  "method": "the ωB97M-V functional and the def2-TZVPD basis",
  "species": ["F", "C", "C", "C", "C", "C", "C", "H", "H", "H", "H", "H", "F", "C", "C", "C", "C", "C", "C", "H", "H", "H", "H", "H", "F", "C", "C", "C", "C", "C", "C", "H", "H", "H", "H", "H", "F", "C", "C", "C", "C", "C", "C", "H", "H", "H", "H", "H", "F", "C", "C", "C", "C", "C", "C", "H", "H", "H", "H", "H", "C", "C", "N", "H", "H", "H", "C", "C", "N", "H", "H", "H", "C", "C", "N", "H", "H", "H", "C", "C", "N", "H", "H", "H", "C", "C", "N", "H", "H", "H", "C", "C", "N", "H", "H", "H"],
  "xyz": [[1.2511, -1.1594, 2.0596], [0.8776, -0.8032, 0.8003], [1.7787, -0.1480, -0.0039], [1.3768, 0.2284, -1.2788], [0.0705, 0.0229, -1.6779], [-0.8136, -0.6040, -0.8160], [-0.4299, -1.0425, 0.4361], [2.7544, 0.1446, 0.3528], [2.0565, 0.8234, -1.8780], [-0.3607, 0.3422, -2.6169], [-1.8173, -0.7836, -1.1763], [-1.1550, -1.4933, 1.0996], [2.2911, 4.0400, -2.4296], [1.0323, 4.4752, -2.2106], [0.8343, 5.7822, -1.8210], [-0.4594, 6.2071, -1.5393], [-1.5389, 5.3505, -1.7161], [-1.3171, 4.0518, -2.1750], [-0.0189, 3.5975, -2.3474], [1.6668, 6.4643, -1.7111], [-0.6325, 7.2077, -1.1626], [-2.5440, 5.6690, -1.4742], [-2.1880, 3.4175, -2.2770], [0.1178, 2.5526, -2.6017], [-3.1603, 0.3777, 7.7886], [-2.7248, -0.1585, 6.6327], [-3.0861, -1.4566, 6.3384], [-2.5988, -2.0635, 5.1977], [-1.7632, -1.3291, 4.3635], [-1.5021, 0.0097, 4.6084], [-1.9843, 0.6085, 5.7592], [-3.7450, -1.9723, 7.0277], [-2.8564, -3.0771, 4.9263], [-1.3500, -1.7942, 3.4743], [-0.9149, 0.5787, 3.9018], [-1.7970, 1.6633, 5.9164], [-6.0372, -2.2478, 2.4607], [-5.3484, -1.4526, 1.6107], [-5.5944, -1.5584, 0.2574], [-4.8924, -0.7248, -0.6007], [-3.9884, 0.1994, -0.1122], [-3.7715, 0.2813, 1.2568], [-4.4319, -0.5608, 2.1335], [-6.3287, -2.2760, -0.0807], [-5.1543, -0.7671, -1.6525], [-3.4132, 0.8159, -0.7889], [-2.9884, 0.9262, 1.6417], [-4.1970, -0.5583, 3.1894], [0.7635, -2.4276, -3.1984], [2.0086, -2.9316, -3.3288], [2.7896, -3.1104, -2.2035], [4.0606, -3.6353, -2.3529], [4.5369, -4.0074, -3.6068], [3.7486, -3.7988, -4.7230], [2.4940, -3.2119, -4.5874], [2.3919, -2.8013, -1.2438], [4.7136, -3.6335, -1.4884], [5.5199, -4.4486, -3.6988], [4.1153, -4.0690, -5.7038], [1.8875, -3.0347, -5.4687], [5.6425, 4.2671, 0.8245], [4.6294, 3.2781, 0.4966], [3.8541, 2.4816, 0.2232], [5.2138, 5.0890, 1.3972], [6.0599, 4.7081, -0.0789], [6.4319, 3.7952, 1.4052], [3.9142, 0.4464, 3.2002], [4.4745, -0.3616, 4.2619], [4.9293, -0.9885, 5.1100], [4.2446, 1.4781, 3.3458], [2.8306, 0.5192, 3.3113], [4.1522, 0.1191, 2.1952], [0.7182, -4.1117, 2.2481], [2.0623, -3.8227, 1.7444], [3.1097, -3.5936, 1.3408], [0.7791, -4.6855, 3.1675], [0.1688, -4.6720, 1.4925], [0.2068, -3.1617, 2.3988], [-2.2029, -3.4821, -3.1139], [-2.5142, -2.7974, -4.3669], [-2.7690, -2.2731, -5.3537], [-3.1568, -3.7892, -2.6840], [-1.7542, -2.7576, -2.4354], [-1.5300, -4.3166, -3.2738], [-1.3155, 0.6896, -6.0575], [-1.9569, 0.9498, -4.7777], [-2.4791, 1.1154, -3.7722], [-1.8358, -0.1448, -6.5276], [-0.2869, 0.3691, -5.8927], [-1.3316, 1.5844, -6.6721], [0.5304, 2.9047, 1.5074], [-0.3349, 2.8922, 2.6728], [-1.0137, 2.8776, 3.5979], [0.8554, 1.9047, 1.2148], [1.4432, 3.4615, 1.7125], [-0.0035, 3.3307, 0.6573]],
  "lowdin_charge": [0.02, -0.29, -0.05, -0.07, -0.10, -0.09, 0.00, 0.08, 0.11, 0.07, 0.08, 0.11, 0.05, -0.29, -0.02, -0.09, -0.09, -0.08, -0.03, 0.11, 0.10, 0.10, 0.09, 0.09, 0.06, -0.28, -0.02, -0.09, -0.11, -0.10, -0.01, 0.12, 0.11, 0.07, 0.06, 0.10, 0.05, -0.28, -0.02, -0.09, -0.11, -0.08, -0.01, 0.12, 0.11, 0.09, 0.10, 0.11, 0.05, -0.28, -0.02, -0.07, -0.09, -0.09, -0.02, 0.09, 0.10, 0.10, 0.10, 0.11, -0.06, -0.25, 0.18, 0.09, 0.09, 0.09, -0.09, -0.28, 0.13, 0.08, 0.07, 0.07, -0.05, -0.27, 0.15, 0.09, 0.09, 0.04, -0.06, -0.26, 0.14, 0.09, 0.05, 0.08, -0.06, -0.28, 0.16, 0.06, 0.08, 0.08, -0.04, -0.25, 0.16, 0.06, 0.08, 0.08],
  "smiles": "Fc1ccccc1.Fc1ccccc1.Fc1ccccc1.Fc1ccccc1.Fc1ccccc1.CC#N.CC#N.CC#N.CC#N.CC#N.CC#N",
  "homo_lumo_gap_ev": 9.27,
  "charge": 0
}

***

{
  "formula": "C12H9N3S2",
  "method": "the ωB97M-V functional and the def2-TZVPD basis",
  "species": ["C", "C", "C", "C", "C", "C", "C", "C", "C", "N", "C", "S", "C", "N", "S", "N", "C", "H", "H", "H", "H", "H", "H", "H", "H", "H"],
  "xyz": [[4.5461, -0.7836, 0.9046], [3.7083, -0.2842, 0.1937], [2.5783, 0.3785, -0.5563], [1.7491, 1.2336, 0.4759], [0.5653, 1.9490, -0.2538], [-0.5772, 0.8984, -0.3934], [-0.8172, 0.1842, -1.5485], [-1.8897, -0.8210, -1.6010], [-2.6598, -1.0286, -0.4706], [-3.6971, -2.0769, -0.5545], [-3.1881, -3.1182, -0.1742], [-2.3614, -4.3780, 0.3053], [-2.4761, -0.3000, 0.7687], [-3.1389, -0.4015, 1.9472], [-2.4120, 0.7144, 2.8991], [-1.2275, 1.3711, 1.9634], [-1.4083, 0.6991, 0.7969], [5.4027, -1.2637, 1.3584], [1.8955, -0.3901, -0.9685], [2.9422, 1.0011, -1.4012], [2.4114, 1.9085, 1.0484], [1.3234, 0.4922, 1.1880], [0.8206, 2.2446, -1.2906], [0.1567, 2.8043, 0.3181], [-0.1852, 0.3644, -2.4345], [-2.0612, -1.3978, -2.5206]],
  "lowdin_charge": [0.09, -0.14, -0.20, -0.19, -0.14, -0.18, -0.02, 0.00, -0.22, 0.09, -0.76, 0.74, -0.29, -0.20, 1.00, -0.20, -0.32, 0.03, 0.11, 0.12, 0.12, 0.11, 0.11, 0.11, 0.12, 0.12],
  "homo_lumo_gap_ev": 8.08,
  "charge": 0
}

***

| no. | maximum force (Eh/bohr) |
| --- | --- |
| 1 | 0.02546 |
| 2 | 0.04346 |
| 3 | 0.06530 |
| 4 | 0.00384 |
| 5 | 0.02300 |
| 6 | 0.05702 |